{"formula": "C54H118N6O8", "method": "ωB97M-V/def2-TZVPD", "fmax_ev_per_a": 4.64, "multiplicity": 2, "s2": 0.75, "de_lowest_kj_mol": 239.3, "gap_ha": [0.2623, 0.1063], "total_charge": 1, "symbols": ["O", "O", "O", "O", "O", "O", "O", "O", "N", "N", "N", "N", "N", "N", "C", "C", "C", "C", "C", "C", "C", "C", "C", "C", "C", "C", "C", "C", "C", "C", "C", "C", "C", "C", "C", "C", "C", "C", "C", "C", "C", "C", "C", "C", "C", "C", "C", "C", "C", "C", "C", "C", "C", "C", "C", "C", "C", "C", "C", "C", "C", "C", "C", "C", "C", "C", "C", "C", "H", "H", "H", "H", "H", "H", "H", "H", "H", "H", "H", "H", "H", "H", "H", "H", "H", "H", "H", "H", "H", "H", "H", "H", "H", "H", "H", "H", "H", "H", "H", "H", "H", "H", "H", "H", "H", "H", "H", "H", "H", "H", "H", "H", "H", "H", "H", "H", "H", "H", "H", "H", "H", "H", "H", "H", "H", "H", "H", "H", "H", "H", "H", "H", "H", "H", "H", "H", "H", "H", "H", "H", "H", "H", "H", "H", "H", "H", "H", "H", "H", "H", "H", "H", "H", "H", "H", "H", "H", "H", "H", "H", "H", "H", "H", "H", "H", "H", "H", "H", "H", "H", "H", "H", "H", "H", "H", "H", "H", "H", "H", "H", "H", "H", "H", "H", "H", "H"], "xyz": [[-6.209843, 0.038700, 1.337997], [6.062017, 1.430300, -6.041013], [5.203507, -1.954840, -0.995053], [3.358827, 4.532630, 1.619587], [-4.388603, -2.279720, 4.541987], [4.671227, -5.312750, 1.345987], [0.275987, -2.431120, -3.943513], [0.213587, -2.301330, 0.392297], [-4.547053, -1.741010, 5.785787], [5.166567, 2.167150, -5.431413], [1.179047, -1.330090, 0.631587], [4.501167, 5.106300, 2.148067], [-6.509573, -1.291270, 1.351187], [-0.345483, -2.328720, -5.207533], [-5.522463, -2.515110, 6.583007], [3.511667, 5.257030, 4.410767], [2.128197, 0.753260, 0.039637], [-1.799243, -1.985410, -5.257563], [4.536137, 0.411240, -3.655413], [4.674127, 3.361650, -7.599523], [-3.253393, -1.311420, 6.387917], [2.804507, 1.014570, 1.345257], [5.102417, 1.835940, -3.987203], [-0.022103, -4.727940, -5.825813], [-8.510963, -1.088840, 2.717417], [0.878757, -0.047320, -0.066833], [-3.386883, -0.764090, 7.807727], [4.216427, 5.996250, 3.316297], [1.852977, -1.361490, 1.977787], [3.123197, 3.344700, -5.562683], [-2.671293, -0.161560, 5.582547], [-1.745313, -2.730290, -7.773953], [6.597887, 2.082590, -3.350903], [2.419227, -2.729600, 2.273687], [-0.270233, -3.039270, -7.613403], [3.090417, -0.307860, 1.981997], [-2.399293, -1.809040, -6.743823], [-2.588193, -3.159810, -4.664473], [3.383687, 1.089950, -6.876473], [3.506207, 7.318930, 2.952217], [-6.987533, -4.200310, 0.874867], [0.258307, -3.322650, -6.199753], [-0.339633, 0.703070, 0.476117], [4.264587, 2.965460, -3.312433], [5.582217, 6.304610, 3.963957], [-5.518323, -2.011230, 0.554597], [5.643817, 5.292370, 1.122397], [-5.711953, -1.835590, -0.986563], [0.645787, -0.265340, -1.569203], [-2.204973, -2.506140, 6.347247], [-6.881563, -2.457310, 5.832447], [1.817557, -3.182470, -6.398963], [-4.354973, -1.477940, 8.710387], [6.923467, 5.885210, 1.798607], [6.004317, 3.925060, 0.516657], [-1.954563, -0.722910, -4.384213], [2.884707, 2.940720, -3.972533], [-4.046323, -1.648580, 0.843597], [-5.592453, -3.456590, 0.843457], [-7.963863, -3.242490, 1.694597], [0.785717, -1.009720, 3.081427], [4.104617, 2.472810, -6.408073], [-5.682253, -1.801620, 7.979217], [-7.967923, -1.695890, 1.442777], [-8.802163, -1.279730, 0.186507], [5.250517, 6.219100, -0.058333], [-5.198853, -4.062890, 6.788877], [6.623157, 6.841980, 3.043727], [4.453477, 5.902140, -0.730913], [2.445127, 1.954720, -3.821963], [-1.690103, 0.146370, 5.943867], [1.647067, -3.494050, 2.187227], [5.947887, -1.490570, -0.612193], [-0.254293, -0.824780, -1.824093], [-1.042383, 1.143910, -0.230913], [2.251567, -3.124020, -5.400803], [-5.984043, -0.791650, -1.142263], [-0.173093, -3.912370, -8.258673], [-0.052813, 1.426560, 1.239277], [-4.739703, -0.783900, 9.457637], [-9.000153, -3.546910, 1.547847], [-4.800063, -2.052570, -1.542863], [-6.087093, -0.798040, 7.848747], [1.251047, -0.840150, 4.052407], [-3.481083, -1.942550, -6.744273], [-3.388023, -2.081280, 0.090277], [5.329107, 4.151260, -7.231253], [-2.745983, -3.982550, -5.361823], [4.917177, -4.933310, 0.502327], [6.672937, 4.106060, -0.324943], [2.104247, 3.553720, -3.521733], [-3.758933, 0.258120, 7.738557], [-8.542543, -1.635530, -0.810543], [-1.130613, 0.109960, 0.935107], [4.705007, 3.949520, -3.472903], [7.188007, 1.169370, -3.427693], [5.284027, -0.280610, -4.042833], [-6.304083, -2.415420, 8.630897], [-7.002013, -3.091430, 4.954107], [3.360767, -2.906450, 1.753757], [7.527897, 6.611230, 1.254857], [-1.021683, -0.257090, -4.066653], [2.535597, 6.996190, 2.575587], [1.473307, -0.815200, -2.017503], [-2.207633, -3.712180, -7.672663], [2.927217, 1.235200, -7.855563], [0.180677, -0.144010, 2.812047], [-5.951843, -4.560810, 7.399767], [4.012977, 0.201160, -6.830053], [2.427107, 5.310210, 4.315897], [-1.830373, -2.308490, -8.775433], [-3.902313, -3.074150, 4.774347], [-2.592613, -0.495350, 4.547897], [2.148157, 3.213120, -6.031813], [3.548247, 5.579100, 5.451457], [-3.567823, -2.698940, -4.537923], [-3.809193, -1.898840, 1.877637], [5.330567, 2.781190, -8.247793], [4.852457, 7.055800, 0.515757], [3.846747, 3.794000, -8.162203], [3.745547, 4.193890, 4.354807], [-6.977563, -1.431380, 5.476987], [5.092847, 3.536610, 0.062307], [-7.601493, -2.776190, 6.586187], [6.810767, 2.030540, -6.067493], [0.194917, -4.813170, -4.761043], [-5.213773, -4.505890, 5.793067], [-8.881153, -0.205650, 0.018517], [-9.825893, -1.612990, 0.356807], [3.597277, 0.216460, -4.173783], [-2.216493, 0.111140, -5.035233], [-6.997743, -5.239300, 1.204247], [-7.728023, -0.752430, 3.397077], [-3.967573, -0.568210, 0.722347], [-6.018403, 0.238890, 2.257167], [-9.124903, -1.721490, 3.358457], [-2.171233, -3.262340, -3.662613], [5.467677, 6.924780, 4.852987], [6.433037, 2.264770, -2.288963], [-2.667053, -0.699860, -3.559633], [3.348537, 4.410940, -5.583863], [2.814377, 0.144150, -0.548783], [2.319897, -2.298240, -6.791253], [6.364817, 7.832530, 2.669347], [3.236787, -0.149220, 3.050417], [0.701827, -1.620810, -3.654283], [6.892787, 3.051190, -3.754573], [0.765737, -2.991970, 0.018477], [5.966577, 5.385610, 4.406467], [0.122997, -1.781860, 3.472207], [-3.368873, 0.668510, 5.470897], [2.121497, 1.603350, 1.957557], [-1.720423, -2.824470, 5.424227], [-2.418913, -0.677430, 8.301307], [3.950907, 7.946890, 2.180207], [-5.104583, -4.082660, 0.096387], [2.199737, 1.621580, -0.615343], [-2.579493, -3.366070, 6.902557], [2.652007, -2.681190, 3.337437], [0.693207, -5.454180, -6.211823], [4.522097, 0.123900, -2.604063], [-4.308233, -4.423470, 7.303547], [6.112627, 6.653220, -0.564693], [3.963067, -0.775630, 1.526187], [-6.533573, -2.405810, -1.420023], [-7.366923, -4.396530, -0.127963], [4.518077, -6.238570, 1.157227], [-4.969333, -3.677680, 1.710037], [2.275237, -4.088580, -6.795923], [2.947297, 5.336420, 1.293737], [-1.249223, -2.328400, 6.840237], [-2.454223, -0.760000, -7.034683], [3.704527, 1.629130, 1.365067], [7.545757, 5.100650, 2.229097], [2.582527, 0.982560, -6.145233], [3.418037, 7.863330, 3.892407], [0.341967, 0.616730, -2.132893], [0.290027, -2.224290, -8.071683], [4.439737, -1.440290, -0.734033], [6.314797, 3.092550, 1.148027], [-3.919113, -2.386250, 9.126447], [-1.033533, -5.118940, -5.936423], [-7.815223, -3.526720, 2.736337], [4.092017, 2.846090, -2.242813], [-9.106003, -0.204200, 2.490607], [7.600237, 6.927930, 3.519147]], "forces_ev_per_a": [[-0.68, 1.78, -0.25], [3.59, -2.37, -1.74], [-0.01, -0.29, -0.19], [-0.29, 0.64, -0.47], [0.46, -0.57, -0.68], [-0.09, 0.11, 0.18], [-1.55, -1.03, -2.28], [-0.45, -0.29, 0.48], [-0.69, 1.88, 2.47], [-2.32, 2.40, 1.49], [2.14, 1.24, -0.97], [2.87, -0.32, 1.14], [0.44, -2.46, 0.71], [1.24, -1.64, 0.15], [0.24, -0.59, 0.84], [-2.40, -1.22, 0.11], [2.65, 0.74, -1.99], [-0.50, 0.95, -0.52], [1.43, 0.33, -0.72], [-0.01, -1.22, 1.02], [1.44, -1.02, -0.45], [-1.18, 0.16, 0.95], [0.24, 1.30, 1.59], [-0.09, -1.60, 2.39], [-0.56, 1.30, 0.53], [-1.36, -0.44, 0.52], [-0.75, 0.27, 0.25], [2.49, 1.02, -0.45], [-1.17, 1.25, -0.29], [-1.72, -1.11, 1.21], [-0.43, -0.34, -1.47], [-0.30, -0.23, 0.74], [-2.89, -0.74, -0.33], [-0.05, 0.46, 0.61], [-0.71, 1.20, -0.35], [-1.83, -1.24, 1.05], [0.96, 0.72, 0.43], [-0.34, 1.12, 0.59], [0.14, 2.01, 0.61], [-0.30, -1.03, 0.16], [-0.61, 2.70, 0.29], [1.42, 1.33, -2.83], [-1.32, 0.09, 0.82], [-1.43, -0.47, -0.60], [0.43, -0.45, 0.31], [-0.26, -0.48, -1.89], [0.14, -0.35, 0.07], [-0.51, 0.95, 0.21], [-1.02, -0.85, -0.51], [0.37, 0.01, 0.91], [0.75, 0.11, 0.61], [0.53, 0.20, 2.74], [-1.10, -0.85, -0.42], [-1.20, 1.17, 2.40], [-1.19, -0.08, -0.49], [0.17, 1.48, -0.86], [0.77, 0.29, -2.18], [-0.99, 1.39, 0.22], [-0.68, -4.01, 0.25], [-0.17, -1.56, -0.86], [0.66, 0.26, 0.58], [-0.36, -0.15, 1.71], [1.19, -0.14, -1.01], [2.18, -0.75, -0.94], [-0.55, -0.03, 0.36], [-0.41, 1.02, 1.63], [-0.12, 0.44, -0.20], [0.42, -0.55, -1.41], [0.27, -0.40, -0.03], [0.15, -0.35, -0.51], [-0.14, 0.07, 0.08], [0.30, -0.18, -0.33], [0.27, 0.10, 0.11], [-0.18, -0.76, 0.84], [0.85, 0.74, -0.71], [0.05, -0.44, 0.46], [0.18, 0.21, -0.27], [0.79, -0.11, 0.32], [-0.08, 0.21, -0.19], [0.76, -0.26, 0.66], [-0.20, -0.11, -0.27], [0.03, -0.08, 0.03], [-0.73, -0.20, -0.37], [0.65, 0.74, -0.07], [-0.01, -0.82, 0.64], [-0.03, -0.40, 0.37], [-0.34, 0.16, 0.37], [0.55, -0.22, 0.57], [0.12, 0.21, -0.24], [0.37, -0.17, 0.19], [0.38, 0.72, -0.13], [0.00, 0.18, -0.27], [0.55, -0.62, 0.35], [0.58, -0.92, 0.49], [0.28, -0.06, -0.04], [0.54, 0.56, -0.50], [-0.09, -0.24, -0.38], [-0.22, 0.16, -0.13], [0.45, -0.21, 0.12], [-0.33, -0.43, -0.24], [-0.04, -0.84, -1.08], [0.31, -0.72, 0.53], [-0.45, 0.51, 0.16], [0.43, 0.23, -0.14], [-0.60, 0.11, -0.51], [0.08, -0.21, -0.08], [0.14, -0.08, 0.14], [-0.60, 0.29, -0.31], [0.25, 0.33, -0.21], [-0.34, -0.19, -0.64], [-0.57, -0.33, 0.01], [0.39, -0.81, -0.85], [0.49, -0.13, -0.14], [-0.22, 0.34, -0.18], [1.14, 0.48, -0.14], [-0.15, -0.15, 0.14], [0.31, -0.09, -0.11], [-0.35, -0.25, -0.18], [-0.27, 0.52, -0.44], [0.06, -0.07, -0.04], [0.22, 0.06, 0.12], [-0.50, 0.04, 0.34], [-0.23, 0.01, -0.21], [-0.49, 0.37, -0.26], [0.69, -0.46, -0.41], [-0.17, -0.12, 0.34], [-0.01, -0.32, 0.04], [0.29, 0.22, 0.58], [-0.17, -0.05, 0.03], [-0.04, 0.02, 0.25], [-0.73, -0.15, -0.27], [0.48, 0.26, 0.98], [0.27, -0.09, -0.24], [0.25, 0.13, 0.11], [0.14, 0.23, 0.16], [-0.16, -0.38, -0.49], [-0.20, -1.19, -0.07], [-0.36, 0.42, -0.17], [-0.03, -0.13, 0.13], [0.13, -0.61, -0.06], [0.32, -0.11, -0.06], [0.59, -0.48, 0.01], [-1.03, 0.20, -0.88], [-0.12, 0.12, 0.00], [0.58, -0.20, 0.03], [-0.04, 1.05, 0.00], [0.78, -0.47, -0.31], [-0.31, -0.38, -0.13], [-0.02, -0.41, -0.19], [-0.30, -0.62, -1.19], [0.03, 0.19, 0.64], [-0.16, -0.02, 0.36], [-1.09, 0.00, -0.81], [0.18, -0.14, -0.29], [0.36, -0.16, 0.22], [0.68, 0.60, -0.54], [-1.03, 0.55, 0.17], [-0.14, -0.14, -0.32], [0.24, -0.26, 0.12], [-0.13, 0.38, -0.67], [-0.38, 0.57, 0.15], [0.46, 0.76, -0.14], [-0.02, -0.52, -0.30], [-0.01, -0.16, 0.05], [0.04, -0.27, 0.23], [0.02, 0.80, -0.46], [-0.02, -0.26, 0.03], [-0.57, -0.03, 0.61], [-0.49, 0.14, -0.40], [-1.10, -0.19, -0.68], [-0.18, 0.90, 0.74], [1.16, 0.24, -0.03], [0.04, 0.00, -0.77], [0.00, -0.20, -0.41], [-0.20, -0.30, -0.03], [-0.38, 0.26, -0.22], [1.02, 0.73, 0.30], [0.24, -0.03, 0.15], [-0.34, 0.12, 0.16], [0.50, 0.53, 0.44], [-0.01, 0.07, 0.33], [0.05, 0.35, -0.39], [0.40, 0.73, 0.21], [0.58, -0.37, 0.17], [-0.07, 0.10, 0.05], [-0.11, 0.22, 0.32]]}